Molecular formula: C32H52BiClN2O4SSi
Method: DFT, ωB97M-V with the def2-TZVPD basis set

Positions of all 94 atoms, in Å:
Bi (0.64946, 0.34241, 0.75403)
C (2.15301, 0.50862, 3.71579)
C (3.29330, 0.78295, 2.69764)
N (2.94852, 1.07298, 1.27894)
C (3.91398, 0.47099, 0.34661)
C (3.93689, -1.07949, 0.31132)
S (2.29132, -1.85546, 0.39818)
C (2.37154, -2.30749, 2.22939)
C (1.31233, -1.78248, 3.23733)
N (1.04773, -0.33771, 3.26194)
H (1.71659, 1.46972, 3.98372)
H (2.62063, 0.09741, 4.62924)
H (3.95002, -0.08652, 2.71185)
H (3.87666, 1.62317, 3.09101)
H (2.88547, 2.07408, 1.11957)
H (4.94081, 0.83450, 0.51966)
H (3.61840, 0.84696, -0.62985)
H (4.61346, -1.42682, 1.09549)
H (4.34697, -1.45269, -0.61581)
H (3.36306, -2.04369, 2.59219)
H (2.29659, -3.39687, 2.25234)
H (1.62353, -2.13469, 4.24005)
H (0.36375, -2.27085, 3.01690)
H (0.22903, -0.15543, 3.82639)
O (-1.64717, 1.21526, 0.82124)
C (-1.97590, 1.89926, 2.04051)
C (-0.71261, 2.75171, 2.57566)
O (-0.99571, 3.76413, 3.23676)
O (0.43068, 2.34341, 2.27189)
C (-2.31505, 0.79705, 3.03307)
C (-1.90330, 0.86480, 4.35993)
C (-2.23534, -0.14445, 5.25802)
C (-2.99318, -1.22749, 4.83732)
C (-3.41878, -1.29189, 3.51602)
C (-3.08611, -0.28654, 2.62384)
C (-3.22127, 2.75219, 1.80425)
C (-3.73392, 3.56766, 2.81613)
C (-4.89583, 4.29595, 2.62257)
C (-5.58481, 4.21735, 1.41688)
C (-5.09800, 3.39470, 0.41615)
C (-3.93094, 2.66287, 0.61203)
H (-1.48893, 1.85136, 0.08610)
H (-1.30999, 1.70960, 4.69331)
H (-1.89035, -0.08264, 6.28406)
H (-3.24501, -2.02050, 5.53207)
H (-4.00358, -2.13596, 3.17267)
H (-3.40262, -0.34853, 1.59159)
H (-3.20506, 3.63446, 3.75406)
H (-5.26426, 4.93144, 3.42008)
H (-6.49398, 4.78850, 1.26546)
H (-5.62702, 3.30949, -0.52582)
H (-3.58953, 2.00309, -0.17449)
C (0.87356, -3.43384, -3.66859)
C (0.45759, -2.86886, -2.30366)
C (1.33797, -3.62172, -1.24261)
C (-1.01475, -3.26369, -2.08144)
Si (0.62556, -0.67665, -2.29120)
C (2.28127, 0.04019, -3.23469)
C (3.54760, -0.66333, -2.78887)
C (2.44098, 1.52990, -2.91820)
C (2.20067, -0.09893, -4.76565)
C (-0.96086, 0.04661, -3.21448)
C (-1.27408, -0.65316, -4.54947)
C (-0.78316, 1.53949, -3.49225)
C (-2.18751, -0.10528, -2.31155)
H (0.70459, -4.52562, -3.71193)
H (1.93674, -3.26410, -3.87186)
H (0.30499, -2.98240, -4.48531)
H (1.13120, -4.70751, -1.29894)
H (1.07063, -3.31262, -0.19018)
H (2.39696, -3.47471, -1.45067)
H (-1.09074, -4.36545, -2.05300)
H (-1.62493, -2.92727, -2.92429)
H (-1.45977, -2.87913, -1.15085)
H (3.65361, -0.60202, -1.71231)
H (4.43757, -0.19262, -3.23886)
H (3.55603, -1.71786, -3.08952)
H (2.44482, 1.75966, -1.85207)
H (1.63617, 2.13068, -3.32643)
H (3.38345, 1.89036, -3.37043)
H (2.07109, -1.14177, -5.07134)
H (3.12715, 0.27319, -5.23919)
H (1.37499, 0.47539, -5.18568)
H (-0.43822, -0.59647, -5.24892)
H (-2.14363, -0.17801, -5.03430)
H (-1.51735, -1.70593, -4.41018)
H (-0.01132, 1.73198, -4.23663)
H (-0.52542, 2.07679, -2.57054)
H (-1.72401, 1.94914, -3.89382)
H (-2.45496, -1.14626, -2.14084)
H (-3.05447, 0.38546, -2.78275)
H (-2.02785, 0.35095, -1.33536)
Cl (-0.77646, -2.22439, 0.67167)
O (0.54887, 2.13994, -0.35808)

Output
Maximum force (eV/Å): 5.50
HOMO (eV): 0.480
Net charge: -2
Electronic energy (hartree): -3023.38111
Energy relative to the best compared isomer or geometry (same formula, charge and spin) (kJ/mol): 523.1
Spin multiplicity: 1